{"formula": "C6H14N2O2", "method": "the ωB97M-V functional and the def2-TZVPD basis", "species": ["C", "N", "C", "C", "O", "H", "H", "H", "H", "H", "H", "H", "C", "N", "C", "C", "O", "H", "H", "H", "H", "H", "H", "H"], "positions_angstrom": [[-2.220, 1.493, 0.726], [-1.008, 1.086, 1.319], [0.134, 1.500, 0.636], [1.373, 1.558, 1.364], [-0.094, 1.909, -0.516], [-2.239, 2.512, 0.235], [-2.446, 0.822, -0.260], [-3.135, 1.543, 1.402], [-1.075, 1.206, 2.353], [2.184, 1.769, 0.718], [1.053, 2.233, 2.229], [1.619, 0.588, 1.993], [-0.984, -2.269, -0.234], [-0.032, -1.376, -0.778], [1.191, -1.873, -1.127], [1.899, -0.672, -1.779], [1.669, -3.007, -1.024], [-1.017, -3.186, -0.692], [-0.818, -2.519, 0.856], [-1.974, -1.790, -0.393], [-0.426, -0.467, -1.191], [1.670, -0.629, -2.885], [1.631, 0.234, -1.312], [3.045, -0.665, -1.640]], "relative_energy_kj_mol": 221.0, "homo_energy_ha": -0.3506, "lumo_energy_ev": 0.554, "gap_ev": 10.0935, "smiles": "CNC(C)=O.CNC(C)=O"}